{"formula": "C73H73F10KN6P2Sb2Se2", "method": "ωB97M-V/def2-TZVPD", "species": ["C", "H", "C", "H", "C", "C", "Sb", "H", "H", "C", "C", "C", "C", "C", "H", "C", "F", "C", "C", "C", "H", "C", "H", "C", "N", "C", "H", "H", "C", "C", "C", "C", "H", "H", "H", "H", "H", "H", "H", "C", "H", "C", "C", "K", "H", "H", "H", "N", "H", "H", "N", "C", "H", "C", "H", "H", "H", "C", "H", "H", "P", "C", "C", "C", "H", "C", "C", "H", "H", "F", "H", "C", "H", "Sb", "H", "F", "N", "F", "C", "C", "H", "C", "C", "F", "Se", "F", "H", "C", "C", "H", "H", "H", "C", "H", "H", "C", "H", "H", "C", "P", "H", "H", "C", "H", "C", "H", "Se", "C", "H", "H", "C", "C", "H", "H", "H", "C", "H", "F", "C", "C", "F", "H", "H", "C", "H", "H", "C", "C", "H", "C", "N", "C", "H", "C", "C", "C", "H", "H", "F", "H", "H", "C", "N", "H", "C", "C", "H", "C", "C", "C", "H", "H", "H", "C", "H", "H", "F", "C", "C", "C", "C", "C", "C", "H", "C", "H", "C", "C", "H"], "xyz": [[1.44441, 5.43590, 0.15337], [-6.48079, -7.24073, -1.27759], [-6.37867, -0.90686, -1.12244], [-3.32041, -6.13160, -3.67057], [4.04255, 4.37573, 0.23069], [1.62634, 4.04925, 0.10951], [4.01455, 0.29074, 2.79334], [3.01937, -3.86908, 1.39926], [-5.81593, -5.76505, 0.58713], [-1.11971, 0.17291, -5.57630], [5.79863, 1.62794, 2.70606], [-0.41841, 4.65761, -4.04096], [0.52762, -4.26011, 1.73496], [-6.23943, -6.20261, -1.47265], [2.75751, 1.21029, 5.91270], [-1.96548, 3.70879, 1.54845], [6.27755, 1.72790, -1.04212], [2.06349, 1.36613, -2.81916], [-3.63830, -1.54447, -1.48951], [-0.87414, 3.82551, 2.57732], [-6.58982, -6.35035, -3.58539], [-3.23848, -4.00665, -6.30535], [1.57346, 1.22446, 3.10052], [7.03662, 0.73467, 2.65840], [-3.63118, -1.46907, -0.13853], [0.23780, 3.06851, -2.33105], [-2.35512, -4.14079, -2.55258], [3.39189, 3.27630, 4.45621], [-0.52109, 4.15809, -2.75114], [-8.54716, -0.64431, -0.11987], [-3.14363, -5.22355, -4.23362], [-2.29244, -1.48231, -1.89885], [4.23991, -4.18811, -0.87841], [-2.54088, -1.97549, -6.23276], [0.06232, 6.77150, -0.79786], [-0.71498, 5.41628, 0.02420], [4.45477, -3.00545, 5.15807], [2.51778, 0.89936, -3.69191], [2.73356, -5.30746, 0.40143], [2.58489, -4.21120, 0.46006], [-6.05279, -3.95939, -4.01317], [-1.97222, 0.39964, 3.91454], [-3.25515, 4.14404, 1.83498], [1.08073, -1.29217, 0.47585], [-8.86704, 1.17965, 0.96330], [0.53781, -5.70393, -0.48722], [5.32920, 3.59415, 3.51221], [-1.56121, -1.35304, -0.77746], [-1.01835, 5.50865, -4.34307], [1.05663, 1.41397, 5.48552], [3.70651, -2.16278, -0.42020], [-6.30209, -5.70378, -2.76498], [2.76087, -3.56797, -1.58629], [-2.73771, 3.04681, -0.63951], [0.74168, -5.31928, 1.98692], [-3.10970, 0.79924, -2.91408], [2.86789, 1.75518, -2.18917], [3.99812, -2.27227, 4.48215], [-7.94899, -2.36051, -1.26499], [4.17008, -0.23696, 6.30301], [-5.24108, -1.78636, -2.23499], [0.46835, -4.60635, -0.60856], [3.85512, 5.74776, 0.29606], [5.10613, -0.41514, 5.77454], [-0.58606, -4.32418, -0.60761], [6.26887, 0.38716, -0.89547], [1.21441, 2.97671, -4.52808], [5.80776, -1.29256, 3.95375], [-6.58788, 2.04373, 0.51946], [8.53964, -2.39772, -0.87871], [-4.81231, 3.39502, -1.07816], [-8.16929, 0.59477, 0.37626], [2.42094, 7.33293, 0.31042], [0.23513, 2.38742, -0.25111], [5.68928, 2.10265, 1.72757], [-0.17563, -2.89185, 5.56392], [0.48435, -2.03819, 2.77261], [6.31867, -3.69147, -0.43919], [5.95128, 2.73224, 3.75377], [-5.55216, -4.04584, -0.66224], [-0.31285, 2.89062, 2.64987], [-1.76345, -1.20479, 5.63797], [2.93389, 3.54991, 0.15108], [8.64569, 0.32363, -1.18975], [0.55505, -2.11258, -3.47086], [-3.37729, 0.54198, 5.84400], [7.89986, 1.30726, 2.30227], [-5.86394, -5.37385, -0.42155], [2.58201, 2.97698, 3.78953], [0.88576, -4.33958, -1.57730], [-3.47389, 4.55127, 2.81622], [-5.26879, 4.40101, 1.14528], [-2.61682, 0.94851, -3.86400], [2.00572, -3.43978, 3.07554], [5.65862, 0.52311, 5.71866], [-0.78655, -1.85739, 4.91741], [-1.29125, 4.05310, 3.55765], [-2.36090, 3.22138, -6.35674], [-2.38273, -2.94226, -4.32972], [-1.48537, -1.60167, -3.48471], [0.53123, 4.42137, -5.95473], [-9.54036, -1.02755, 0.08082], [2.39161, 1.46567, 3.78782], [-3.46240, 2.89368, -4.16813], [-1.33833, 1.33723, -6.29301], [1.66505, 3.45932, 4.15049], [-5.64244, -1.16765, -4.21772], [6.20310, -2.34652, -0.63945], [-0.82396, 1.49716, -7.23296], [1.84988, -0.12669, 5.16648], [4.92035, -1.69502, -0.56717], [-2.81520, 2.12404, -4.57097], [7.28214, 0.34790, 3.65039], [-0.16594, 4.61423, 2.30818], [2.79357, 3.36404, 2.79262], [-2.19283, 2.31068, -5.79460], [-1.20393, 4.64136, -2.06576], [3.95905, 0.48894, -0.71271], [-6.00397, 0.33974, -0.63092], [1.13592, 2.47707, -3.22837], [-0.58335, 0.32635, 2.03908], [5.03785, 3.94752, 0.24481], [0.48594, -3.91595, 3.80531], [2.56818, 6.25806, 0.26167], [-5.00507, 0.71669, -0.81319], [5.69626, -1.11205, 6.38323], [-2.69677, -2.89411, -5.68181], [0.10397, 6.12388, 0.08092], [2.99215, -2.06303, 4.85545], [4.84861, -1.00919, 4.39514], [1.15479, -3.90525, 0.46443], [-7.65498, -1.39629, -0.86974], [-3.88354, -6.03828, -6.07824], [-1.78459, -0.04133, -4.37139], [-4.01889, 3.49016, -0.34497], [-5.99928, -4.37156, -3.01239], [-5.23867, -3.38804, 0.14075], [1.55234, 0.58158, -2.26084], [-2.09904, -1.66300, 6.85949], [-3.49571, -3.96187, -7.35671], [3.89840, -2.73403, 3.49870], [-5.62842, -3.54542, -1.96252], [-2.38563, -1.34986, 0.25716], [5.69323, 2.39843, 4.75966], [-0.98490, -0.23848, 3.21155], [-3.45993, -5.17186, -5.58418], [-0.55285, -4.15533, 1.60532], [2.00107, 0.95516, 5.16817], [5.08393, -0.26828, -0.69143], [-4.27326, 4.05124, 0.89724], [6.90390, -0.11292, 1.98019], [1.89322, 2.50660, -5.23121], [3.09231, 2.47500, 0.12117], [3.37592, -3.55277, -0.67653], [6.99314, 3.07555, 3.78130], [-0.42453, -0.57599, -5.93738], [-2.55951, 1.50112, 3.41792], [-2.39499, -0.07933, 5.14660], [7.46583, -0.31027, -0.97431], [-2.60546, -4.11161, -3.60685], [-6.89644, 1.08539, 0.12110], [0.44899, 4.05564, -4.93742], [7.39637, -1.68468, -0.83681], [4.70424, 6.41650, 0.37080], [-1.70197, 3.18126, 0.28178], [-2.53477, 2.59319, -1.60368], [-0.36138, -1.46775, 3.60209], [0.92021, -3.40408, 2.94370], [-0.05104, 6.75475, 0.96016]], "forces_ev_per_angstrom": [[0.014, 0.065, 0.033], [0.002, -0.003, -0.017], [0.110, 0.056, 0.011], [-0.002, 0.034, 0.034], [0.053, 0.035, 0.008], [0.001, -0.278, 0.105], [0.183, 0.110, 0.352], [0.022, -0.036, 0.012], [0.028, 0.008, -0.005], [-0.053, -0.045, -0.085], [-0.367, -0.052, 0.100], [0.036, 0.059, -0.002], [0.079, -0.003, 0.225], [0.000, -0.012, -0.013], [-0.024, 0.002, -0.007], [0.069, 0.044, 0.014], [-0.011, 0.088, -0.009], [-0.030, 0.143, -0.005], [0.366, 0.055, 0.013], [-0.061, 0.038, -0.089], [0.012, -0.006, 0.002], [-0.007, 0.012, -0.030], [0.008, -0.016, 0.007], [-0.069, 0.021, -0.070], [-0.210, -0.003, -0.060], [-0.164, -0.171, 0.159], [0.006, -0.054, 0.003], [-0.033, 0.001, 0.011], [0.027, 0.055, 0.004], [-0.060, 0.004, 0.026], [0.053, -0.056, -0.059], [-0.395, 0.059, 0.159], [0.052, -0.040, -0.008], [-0.023, -0.033, -0.046], [-0.027, -0.021, -0.016], [-0.081, -0.012, -0.013], [0.004, 0.000, -0.001], [0.008, -0.043, 0.012], [-0.073, -0.008, 0.072], [0.106, -0.028, -0.183], [0.031, 0.000, 0.007], [0.004, -0.034, 0.116], [-0.065, 0.043, 0.020], [0.262, 0.869, -1.046], [0.004, -0.017, 0.018], [0.001, 0.001, 0.041], [-0.014, -0.020, 0.059], [0.198, 0.031, -0.065], [-0.015, -0.006, 0.009], [-0.010, -0.019, -0.018], [-0.482, -0.122, 0.095], [-0.055, -0.037, -0.001], [0.012, -0.143, -0.001], [0.059, -0.021, 0.035], [-0.036, -0.025, -0.091], [-0.074, -0.050, 0.031], [-0.085, -0.021, -0.088], [0.036, 0.047, 0.003], [-0.024, -0.021, 0.014], [0.051, 0.017, 0.015], [-0.314, -0.031, -0.106], [0.063, 0.000, -0.038], [-0.030, -0.010, 0.005], [0.039, -0.010, -0.088], [0.001, 0.034, -0.029], [0.065, -0.084, 0.080], [-0.030, 0.058, -0.013], [-0.003, 0.060, -0.058], [0.009, 0.001, 0.000], [0.093, -0.054, 0.010], [0.011, -0.027, 0.010], [-0.044, 0.003, 0.003], [-0.015, -0.002, -0.007], [0.148, 0.703, -0.409], [-0.002, -0.050, -0.041], [0.037, -0.046, -0.017], [0.164, -0.090, 0.446], [-0.142, -0.026, -0.027], [0.035, -0.021, -0.139], [0.034, -0.042, -0.064], [-0.001, -0.008, 0.069], [-0.056, 0.133, -0.108], [-0.067, -0.121, 0.024], [0.031, 0.028, 0.036], [0.226, 0.104, 0.100], [-0.033, 0.010, 0.001], [0.012, -0.014, 0.011], [0.006, -0.002, 0.055], [-0.039, -0.088, 0.059], [-0.068, -0.014, 0.033], [0.045, -0.017, 0.009], [0.007, -0.001, 0.004], [-0.007, -0.090, -0.001], [-0.049, -0.094, 0.047], [0.000, 0.011, 0.065], [0.079, 0.028, -0.190], [0.036, -0.041, 0.031], [0.032, 0.015, 0.041], [0.011, 0.067, -0.007], [-0.091, -0.044, -0.143], [-0.012, 0.004, 0.003], [0.007, -0.011, -0.009], [0.320, -0.160, -0.091], [0.010, -0.011, 0.021], [-0.017, -0.027, -0.039], [0.008, 0.028, -0.034], [0.236, 0.029, -0.024], [-0.144, 0.031, 0.121], [0.003, -0.012, 0.002], [-0.002, 0.027, 0.081], [0.300, 0.092, -0.137], [-0.022, 0.034, -0.076], [-0.001, -0.019, -0.002], [0.006, -0.039, 0.028], [0.038, 0.077, -0.007], [-0.065, -0.051, -0.015], [-0.056, -0.015, 0.049], [0.057, -0.070, 0.149], [-0.035, 0.016, 0.058], [0.039, -0.086, -0.059], [-0.089, -0.082, 0.160], [-0.020, -0.013, -0.010], [0.038, 0.000, 0.049], [0.025, -0.007, 0.015], [-0.025, 0.002, 0.034], [-0.011, -0.007, -0.003], [-0.038, 0.054, 0.073], [0.082, -0.042, -0.009], [0.005, -0.029, -0.040], [-0.287, 0.131, -0.183], [0.040, -0.475, 0.092], [0.113, 0.029, -0.045], [0.000, -0.010, 0.019], [0.020, -0.118, 0.046], [-0.075, -0.007, -0.018], [-0.123, 0.060, 0.068], [-0.001, -0.034, 0.031], [0.002, -0.026, -0.028], [-0.027, -0.045, 0.101], [-0.001, 0.002, 0.005], [-0.005, -0.030, 0.038], [0.002, 0.039, 0.061], [0.129, -0.015, 0.025], [0.007, 0.024, 0.017], [0.072, 0.019, -0.052], [0.010, 0.003, -0.022], [-0.005, -0.044, -0.004], [-0.060, -0.037, -0.082], [-0.125, -0.069, 0.040], [0.021, -0.013, 0.008], [0.043, -0.016, -0.001], [0.012, -0.025, 0.030], [0.064, 0.029, 0.014], [0.175, 0.167, -0.020], [-0.003, 0.032, -0.006], [0.022, 0.019, 0.011], [-0.007, 0.060, -0.055], [0.076, -0.041, 0.063], [-0.021, -0.089, -0.023], [0.009, 0.053, -0.036], [0.033, 0.006, -0.017], [0.076, 0.055, 0.032], [-0.007, 0.174, -0.052], [-0.002, 0.003, 0.000], [0.141, -0.151, -0.167], [-0.036, 0.057, -0.029], [-0.289, -0.030, 0.415], [-0.154, -0.056, -0.013], [-0.017, -0.010, 0.000]], "mulliken_charge": [1.09, 0.37, 0.40, 0.46, -0.57, 1.44, 0.18, -0.25, 0.41, -0.53, 1.84, -0.97, -1.37, -0.41, 0.40, 1.09, -0.39, -1.65, 0.27, -1.27, 0.38, -0.74, -1.40, -1.96, -0.43, 0.58, 0.32, 0.43, -0.08, -0.57, -0.68, -1.05, 0.46, 0.28, 0.49, -0.23, 0.47, 0.63, 0.34, -0.28, 0.29, -0.49, -0.43, 1.20, 0.39, 0.21, 0.27, 0.57, 0.41, 0.38, 0.35, -0.66, 0.08, -0.40, 0.33, 0.21, 0.29, -1.08, 0.38, 0.27, 1.23, -1.42, -1.01, -1.57, 0.21, -0.07, -0.29, 0.60, 0.39, -0.38, 0.61, -0.66, 0.39, 0.21, -0.85, -0.46, 1.70, -0.40, -1.49, -0.48, -0.39, 0.32, -1.16, -0.40, -0.27, -0.39, 0.49, -0.82, -1.36, 0.23, 0.41, 0.39, 0.23, -0.26, 0.24, 0.13, 0.53, 0.42, 0.00, 1.55, 0.38, 0.37, 2.30, 0.40, -0.97, 0.35, -0.42, 0.39, 0.37, 0.17, -0.35, -1.11, 0.40, 0.30, 0.19, -0.33, 0.32, 0.46, -0.43, 0.65, 1.04, 0.41, 0.50, -0.41, 0.19, 0.44, -0.06, -1.85, 0.20, 0.20, 1.61, -0.71, 0.37, 0.44, -0.92, -0.33, 0.44, -0.24, -0.38, 0.42, -0.05, 0.15, -0.52, 0.18, 0.29, -0.62, 0.38, -1.50, -0.12, -1.23, 0.33, 0.40, 0.47, -1.15, 0.45, 0.46, -0.09, 0.32, 0.53, -0.13, -0.33, -0.91, 0.14, 0.36, 0.27, 0.44, -1.24, -0.85, 0.51], "e_above_lowest_ev": 0.025, "charge": -2, "max_force_ha_per_bohr": 0.0269, "gap_ev": 5.592, "energy_ha": -10718.77647}